{"formula": "C43H63F33I2N2O9P3", "method": "ωB97M-V/def2-TZVPD", "species": ["I", "I", "P", "P", "P", "F", "F", "F", "F", "F", "F", "F", "F", "F", "F", "F", "F", "F", "F", "F", "F", "F", "F", "F", "F", "F", "F", "F", "F", "F", "F", "F", "F", "F", "F", "F", "F", "F", "O", "O", "O", "O", "O", "O", "O", "O", "O", "N", "N", "C", "C", "C", "C", "C", "C", "C", "C", "C", "C", "C", "C", "C", "C", "C", "C", "C", "C", "C", "C", "C", "C", "C", "C", "C", "C", "C", "C", "C", "C", "C", "C", "C", "C", "C", "C", "C", "C", "C", "C", "C", "C", "C", "H", "H", "H", "H", "H", "H", "H", "H", "H", "H", "H", "H", "H", "H", "H", "H", "H", "H", "H", "H", "H", "H", "H", "H", "H", "H", "H", "H", "H", "H", "H", "H", "H", "H", "H", "H", "H", "H", "H", "H", "H", "H", "H", "H", "H", "H", "H", "H", "H", "H", "H", "H", "H", "H", "H", "H", "H", "H", "H", "H", "H", "H", "H"], "xyz": [[0.006, 7.917, -0.962], [-0.536, 4.425, -2.065], [3.559, 1.202, 1.873], [3.154, 5.026, 1.269], [3.035, 2.336, -0.778], [7.938, -3.211, -2.931], [-7.808, -7.314, 1.783], [-1.457, -3.681, 2.318], [-1.648, -1.592, 1.774], [1.253, 4.757, -6.020], [-2.243, 3.759, -9.107], [-4.412, -5.090, 0.098], [-2.574, 2.221, -6.710], [11.495, -1.529, -0.441], [-6.343, -11.037, -0.580], [-2.241, -6.268, 1.486], [5.429, -2.237, -2.454], [10.183, -3.104, 1.266], [-3.705, 2.137, -9.180], [-0.024, -2.982, 0.106], [-3.975, -7.542, 1.146], [-7.257, -10.920, -2.538], [0.240, 4.729, -7.952], [-1.693, -4.269, -0.487], [8.686, -3.619, -0.225], [7.360, -1.640, -4.304], [9.440, -0.892, -0.084], [6.767, -1.620, -0.849], [-6.924, -10.689, 2.164], [-7.549, -9.217, 3.639], [-9.109, -9.030, 1.435], [-1.969, 0.495, -7.866], [-0.949, 0.275, -1.951], [-5.661, -5.594, 1.811], [-8.933, -11.742, 0.428], [-0.718, 6.561, -6.203], [-2.209, 5.021, -6.551], [-8.074, -13.074, -1.076], [-7.954, -9.511, -1.008], [0.801, 1.514, -2.626], [4.655, 2.486, -0.549], [-3.353, -2.926, 1.380], [-1.139, 4.072, 6.382], [-4.512, 2.468, 0.672], [8.813, -1.136, -2.739], [2.559, 3.736, -1.476], [-0.503, 2.106, -7.610], [4.138, 5.247, 2.471], [0.899, 1.517, 0.741], [10.194, -1.829, -0.704], [1.315, 5.058, 3.655], [-2.388, 2.423, -9.085], [-4.401, -5.253, 1.439], [-6.983, -9.372, 2.418], [6.505, -1.468, -2.162], [-1.379, -3.069, 0.005], [-7.504, -10.798, -1.215], [-7.827, -8.619, 1.383], [-1.846, 1.837, -7.777], [-2.454, 1.362, 1.130], [-3.825, 1.261, 0.528], [-1.001, 5.253, -6.012], [0.765, 0.482, -0.357], [0.096, 4.399, -6.655], [3.653, -1.588, 1.406], [0.265, 0.866, -1.733], [-0.416, 6.251, 0.341], [-1.906, 6.117, 0.555], [-4.107, -3.897, 2.114], [0.078, 4.027, 5.641], [2.239, 2.235, 0.930], [-1.582, 2.363, 0.392], [0.738, 0.607, 1.966], [-8.576, -11.837, -0.866], [-0.187, 2.568, 0.945], [0.320, 5.004, -0.190], [7.700, -1.893, -3.021], [-1.987, -2.865, 1.398], [5.162, 2.447, 3.830], [1.731, 3.693, 3.066], [10.028, -1.691, -2.232], [0.006, 4.970, 4.464], [4.075, -0.235, 0.831], [-7.345, -8.616, -0.083], [5.063, 2.130, 2.331], [1.883, 3.660, 1.527], [0.002, 2.864, -6.519], [9.955, -3.201, -0.063], [-5.742, 2.432, -0.049], [-3.530, -6.455, 1.821], [-2.212, 3.401, 5.771], [0.451, 3.975, 0.968], [-4.339, 0.452, 1.056], [10.637, -3.948, -0.479], [5.356, 3.493, 4.011], [-1.663, 2.171, -0.670], [10.777, -0.954, -2.518], [-2.017, 0.381, 0.984], [5.879, 1.450, 2.109], [5.058, 2.945, -1.300], [-6.257, -8.648, -0.149], [2.663, 3.423, 3.545], [-0.204, 4.394, 1.719], [-1.969, 3.013, 4.783], [-3.729, -4.020, 3.128], [1.039, 2.539, -6.448], [0.198, 2.993, 5.316], [1.288, 5.380, -0.466], [10.301, -2.607, -2.755], [0.999, 2.971, 3.413], [1.697, -0.047, -0.485], [3.932, -1.657, 2.448], [-1.047, 5.063, -4.936], [-5.968, -8.966, 2.453], [4.258, 2.110, 4.325], [-0.812, 4.739, 3.783], [-3.740, 0.921, -0.510], [-6.299, 1.546, 0.248], [-2.501, 1.527, 2.202], [-2.057, 3.332, 0.510], [0.027, 6.546, 1.283], [-2.113, 5.403, 1.347], [-5.523, 2.314, -1.107], [-1.738, -2.296, -0.681], [-0.182, 5.973, 4.828], [2.330, 6.150, 1.087], [-5.084, -3.428, 2.218], [-2.466, 5.887, -0.341], [6.254, -0.421, -2.349], [5.090, 5.155, 2.136], [1.027, 1.103, 2.874], [-9.459, -11.691, -1.490], [-0.302, 0.336, 2.058], [4.217, -2.332, 0.856], [5.159, -0.245, 0.845], [-2.279, 7.064, 0.926], [3.842, 4.848, 0.062], [-0.464, 2.571, -5.577], [1.269, -0.321, 1.836], [-2.557, 2.582, 6.394], [2.608, -1.822, 1.227], [2.551, 3.583, -2.432], [5.961, 1.867, 4.269], [5.272, 2.980, 1.698], [0.076, -0.261, 0.014], [-3.057, 4.070, 5.642], [-7.634, -7.635, -0.457], [3.809, -0.183, -0.219], [1.138, 5.815, 2.902], [0.853, 4.340, 6.328], [-1.858, 1.993, -9.938], [2.073, 5.384, 4.350], [-3.599, -6.660, 2.893], [-0.380, 2.464, 2.004], [-6.302, 3.331, 0.147]], "atomic_forces_ev_per_a": [[0.005, -0.003, 0.173], [-0.039, 0.035, -0.067], [-0.985, -0.885, 1.755], [0.912, 0.494, 0.645], [-0.491, -2.086, -1.681], [-0.034, 0.019, 0.211], [0.154, 0.046, 0.061], [0.125, -0.095, -0.196], [0.122, -0.059, -0.018], [-0.034, -0.018, 0.251], [0.040, 0.097, 0.176], [0.140, -0.071, -0.005], [0.008, 0.190, -0.074], [0.122, -0.148, -0.066], [-0.113, -0.032, 0.173], [0.080, 0.268, -0.067], [0.062, -0.013, -0.099], [0.036, 0.090, -0.039], [0.034, -0.042, 0.061], [-0.002, 0.135, 0.046], [-0.095, 0.046, -0.007], [-0.036, -0.067, -0.043], [-0.088, 0.046, -0.012], [-0.008, -0.145, 0.129], [-0.191, 0.135, -0.221], [-0.107, 0.037, -0.009], [-0.094, -0.085, 0.035], [0.163, -0.087, 0.113], [-0.072, -0.122, -0.272], [-0.026, 0.093, -0.044], [0.036, -0.109, 0.080], [-0.045, -0.037, -0.058], [0.841, 0.348, 0.041], [-0.002, -0.008, 0.215], [0.117, 0.103, 0.129], [0.152, -0.070, 0.008], [-0.047, -0.294, -0.161], [0.045, 0.056, -0.032], [-0.203, -0.370, 0.629], [-1.942, -2.319, 3.036], [-0.182, 0.799, 0.573], [0.292, -0.406, -0.466], [0.300, 0.091, 0.079], [-0.172, 0.304, -0.264], [-0.298, -0.195, 0.655], [0.589, 0.146, 0.372], [-0.315, 0.663, -0.198], [-0.202, -0.258, -0.289], [0.295, -1.384, 1.593], [-0.461, 0.390, -0.138], [-0.748, -0.714, 0.619], [-0.067, -0.002, -0.263], [0.175, 0.409, -0.444], [0.127, 0.141, 0.293], [-0.336, 0.158, 0.114], [-0.004, 0.044, -0.240], [0.281, 0.635, -0.088], [-0.411, -0.329, -0.461], [0.472, -0.162, 0.472], [0.681, -0.476, -0.540], [-0.056, -0.416, 0.542], [-0.010, 0.279, 0.204], [-0.404, 0.146, -0.474], [-0.105, -0.271, -0.642], [0.266, 0.229, -0.532], [1.092, 1.920, -3.142], [-0.295, -0.130, -0.682], [0.025, 0.522, 0.382], [-0.188, 0.349, 0.415], [-1.331, 0.064, 0.014], [2.000, 2.342, -1.463], [-0.378, 0.285, -0.178], [-0.723, -0.379, 0.145], [-0.200, -0.166, -0.056], [-0.359, 0.658, 0.317], [-0.171, 0.547, 0.440], [0.706, -0.017, -0.246], [-0.731, -0.242, 0.623], [-0.194, -0.376, -0.246], [0.251, 0.185, 0.388], [0.247, 0.037, -0.518], [0.683, 0.471, -0.560], [0.051, -0.061, -0.259], [0.289, 0.281, -0.474], [0.558, 0.394, -0.280], [-0.742, -0.028, 0.466], [0.172, -0.515, 0.281], [0.240, -0.191, 0.194], [0.609, -0.566, 0.080], [-0.051, -0.271, 0.135], [-0.344, 0.072, 0.028], [-0.267, -0.650, -1.326], [-0.312, -0.079, 0.033], [-0.002, 0.032, -0.050], [-0.202, 0.267, 0.092], [0.247, -0.058, -0.195], [-0.027, 0.061, 0.058], [-0.032, -0.272, 0.128], [-0.032, -0.392, -0.358], [0.041, -0.018, 0.037], [0.041, -0.216, 0.184], [0.307, -0.213, -0.082], [0.409, 0.450, 0.579], [0.188, -0.135, -0.162], [0.234, -0.165, -0.062], [0.026, 0.048, -0.071], [0.520, -0.175, 0.040], [0.299, -0.325, -0.411], [-0.175, -0.181, 0.148], [-0.127, -0.233, -0.246], [0.474, 0.184, -0.002], [-0.254, -0.116, 0.296], [0.017, -0.016, 0.007], [-0.014, 0.013, -0.075], [-0.199, 0.258, 0.328], [-0.304, -0.290, 0.047], [-0.069, 0.290, -0.312], [-0.360, -0.030, 0.182], [-0.025, 0.275, 0.243], [-0.061, 0.313, -0.062], [0.313, 0.050, 0.163], [-0.118, -0.359, 0.020], [-0.093, 0.232, -0.321], [-0.009, 0.036, 0.062], [-0.232, 0.171, 0.261], [-0.173, -0.198, -0.283], [-0.021, -0.002, -0.101], [-0.005, -0.240, -0.214], [0.088, -0.002, -0.098], [0.106, 0.071, 0.254], [0.355, 0.167, 0.002], [0.050, 0.033, -0.047], [-0.329, 0.118, -0.261], [0.101, -0.334, -0.012], [0.297, 0.333, -0.066], [-0.146, 0.210, 0.069], [-0.493, 0.033, -0.119], [-0.212, 0.169, -0.006], [0.523, -0.050, -0.007], [0.091, -0.246, 0.153], [-0.267, -0.025, 0.297], [-0.361, 0.095, -0.031], [0.274, -0.094, 0.110], [-0.112, 0.232, -0.006], [-0.376, 0.019, 0.146], [-0.097, 0.255, -0.016], [-0.082, -0.003, 0.034], [-0.030, 0.137, -0.222], [0.335, 0.260, -0.176], [0.317, -0.142, 0.085], [0.012, -0.057, 0.049], [0.452, 0.358, -0.176], [-0.012, 0.052, 0.004], [0.118, -0.220, 0.315], [-0.069, 0.239, 0.071]], "lowdin_charge": [0.88, 1.12, 1.07, 0.84, 0.88, 0.16, 0.09, 0.17, 0.10, 0.09, 0.11, 0.14, 0.15, 0.11, 0.15, 0.11, 0.09, 0.10, 0.10, 0.08, 0.09, 0.14, 0.14, 0.13, 0.10, 0.15, 0.13, 0.09, 0.11, 0.10, 0.14, 0.15, 0.09, 0.11, 0.10, 0.10, 0.11, 0.10, 0.05, 0.04, -0.29, 0.05, -0.17, -0.17, 0.04, -0.34, 0.05, -0.24, -0.13, -0.44, -0.19, -0.29, -0.44, -0.31, -0.29, -0.29, -0.54, -0.44, -0.54, -0.16, -0.26, -0.32, -0.04, -0.44, -0.14, -0.40, -0.86, -0.19, -0.02, -0.21, -0.49, -0.16, -0.02, -0.29, -0.19, -0.73, -0.55, -0.53, -0.15, -0.20, -0.03, -0.17, -0.42, -0.04, -0.40, -0.41, -0.04, -0.31, -0.07, -0.30, -0.11, -0.23, 0.13, 0.17, 0.06, 0.05, 0.15, 0.08, 0.08, 0.08, 0.14, 0.08, 0.11, 0.07, 0.15, 0.15, 0.11, -0.02, 0.15, 0.08, 0.11, 0.08, 0.09, 0.16, 0.04, 0.10, 0.13, 0.09, 0.13, 0.10, 0.05, 0.07, 0.09, 0.17, 0.13, 0.03, 0.15, 0.05, 0.17, -0.01, 0.08, 0.18, 0.08, 0.08, 0.07, 0.07, 0.02, 0.14, 0.08, 0.09, 0.05, 0.06, 0.07, 0.04, 0.11, 0.09, 0.15, 0.04, 0.08, 0.14, 0.18, 0.11, 0.18, 0.12, 0.09], "total_charge": 1, "homo_lumo_gap_ha": 0.295, "e_homo_ev": -10.93, "molar_mass_g_mol": 1725.65}